44
Properties=species:S:1:pos:R:3:forces:R:3:mulliken_charge:R:1 method="wB97M-V/def2-TZVPD" gap_ev=8.193 charge=0 relative_energy_kcal_mol=95.7 smiles="O=C1CCCc2nc(N3CCN(c4ccccc4)CC3)ccc21" e_tot_ev=-26559.6283 max_force_ev_per_a=4.29
O 3.5495 4.9148 -2.5820 -0.5 -1.3 -0.3 -0.6534
C 2.8171 3.9897 -2.9443 0.0 1.9 0.6 0.5423
C 2.2583 3.9800 -4.3544 -1.6 -1.2 0.9 -0.7584
C 2.1689 2.5533 -4.9386 -1.1 -0.1 1.4 -0.6832
C 1.1730 1.7871 -3.9765 0.3 2.1 -1.6 -0.8621
C 1.4502 1.9378 -2.5457 1.5 -0.3 2.2 0.5731
N 0.9443 0.9146 -1.8002 0.0 2.1 1.1 -0.5302
C 1.1009 1.0068 -0.4518 1.3 -0.7 -1.1 0.3339
N 0.3742 0.0368 0.2542 -0.2 0.7 -1.2 0.2913
C -1.0756 -0.1085 -0.1410 -1.5 -0.3 0.8 -0.6868
C -1.7100 -1.4604 0.3635 1.6 0.5 -0.3 -0.8703
N -1.4237 -1.6472 1.7563 -0.8 0.7 1.6 0.3049
C -2.1459 -2.5235 2.6011 -0.3 0.2 -2.1 0.2592
C -2.0037 -2.3891 3.9543 1.1 2.5 2.3 0.1908
C -2.5073 -3.2824 4.8983 0.6 1.0 1.0 -0.5709
C -3.1191 -4.3806 4.3898 -1.5 -0.6 -0.8 -0.6246
C -3.4418 -4.4068 3.0121 -1.3 -4.1 0.0 -0.2416
C -2.9961 -3.5422 2.0964 1.1 1.5 -2.5 -0.3934
C -0.0328 -1.5308 2.1099 0.5 1.7 -1.4 -1.2255
C 0.6661 -0.1948 1.6657 -3.9 -0.4 -0.7 -0.7261
C 2.1576 1.8689 0.1262 -2.6 -1.8 0.1 -0.3769
C 2.6833 2.8707 -0.6172 1.1 0.5 -1.4 -1.1875
C 2.2701 2.9903 -2.0087 -0.1 -1.6 0.5 0.5236
H 1.2379 4.5129 -4.3282 1.2 -1.0 0.0 0.2611
H 2.8469 4.5319 -4.9947 1.5 1.6 -1.0 0.4039
H 1.8102 2.6723 -5.9492 -0.5 -0.4 -0.3 0.3361
H 3.1500 2.0734 -5.0367 -0.1 0.1 0.4 0.3207
H 0.2327 2.3177 -4.0707 -0.5 0.3 -0.4 0.2838
H 0.8911 0.7943 -4.1911 0.3 -1.3 -0.4 0.4716
H -1.7266 0.6936 0.3822 1.2 -0.8 -0.8 0.2689
H -1.3310 -0.1190 -1.2449 1.2 0.5 1.3 0.2711
H -1.2813 -2.2619 -0.2627 -0.1 -0.1 0.0 0.4025
H -2.7738 -1.4015 0.2028 -0.4 0.0 -0.1 0.5020
H -1.4771 -1.4380 4.3555 -0.9 -1.7 -0.8 0.2348
H -2.4293 -3.0650 6.0206 0.1 -0.5 -1.9 0.2946
H -3.4941 -5.1496 5.0308 -0.2 -0.4 0.2 0.3785
H -3.9644 -5.3157 2.5015 0.6 1.5 1.6 0.1927
H -3.2063 -3.7316 0.9578 0.5 0.7 2.4 0.2202
H 0.4180 -2.3534 1.5861 1.2 -0.6 0.1 0.3045
H 0.1803 -1.4885 3.1550 -0.3 -0.8 0.7 0.4910
H 0.1657 0.6553 2.2204 1.1 -0.8 0.2 0.4328
H 1.6771 -0.4334 1.8305 1.5 0.6 0.2 0.5270
H 2.3698 1.6468 1.1605 0.4 0.4 0.1 0.4362
H 3.5465 3.4748 -0.1929 -1.5 -0.5 -0.8 0.3378